(1)
Below is a 2-piece molecular cluster, C3HF6NO2 overall, with properties calculated with ωB97M-V with the def2-TZVPD basis set.

For the strongest force on any atom, the calculation gives 3.39 eV/A. The highest occupied orbital energy (alpha / beta) comes out at -0.3631 / -0.3474 hartree. For the lowest unoccupied orbital energy (alpha / beta), the calculation gives -0.728 / -1.503 eV. As for the relative energy (zero: lowest compared OMol25 entry of this formula, charge and spin): 78.14 kcal/mol. As for the charge: 0. The gap between HOMO and LUMO (alpha / beta) comes out at 9.2 / 7.9 eV.

Each line ends with the natural charge from an NBO analysis.
Atoms and positions in Å:
C  0.171  -0.735  1.668  0.447
C  0.927  0.403  0.998  0.660
C  -0.928  0.269  -1.027  0.730
N  -0.129  0.317  -2.315  0.451
O  0.446  -0.728  -2.485  -0.359
O  -0.062  1.349  -2.921  -0.341
F  -1.134  -0.346  1.745  -0.332
F  0.621  -0.935  2.937  -0.319
F  2.052  0.245  0.364  -0.287
F  0.917  1.606  1.499  -0.287
F  -1.837  1.150  -0.822  -0.263
F  -1.142  -0.948  -0.708  -0.282
H  0.097  -1.648  1.065  0.182

(2)
Below is C80H138As3F18N10 as an isolated structure, with properties calculated with ωB97M-V with the def2-TZVPD basis set.

For the strongest force on any atom, the calculation gives 10.06 eV/A. The highest occupied orbital energy comes out at -0.4451 hartree. For the lowest unoccupied orbital energy, the calculation gives -11.610 eV. As for the charge: +7. The gap between HOMO and LUMO comes out at 0.5 eV.

Each line ends with the Mulliken charge.
Atoms and positions in Å:
C  19.186  30.939  21.164  -1.133
C  19.834  29.921  20.256  -0.714
C  19.430  28.520  20.606  0.047
C  18.102  28.123  19.853  -1.089
N  17.555  26.763  20.311  0.331
C  18.242  25.610  19.606  -0.565
C  17.650  25.540  18.184  -0.647
C  16.363  26.410  18.193  -0.761
C  16.137  26.662  19.673  -0.739
C  17.498  26.534  21.823  -1.048
C  16.808  27.574  22.591  0.064
C  16.745  27.385  24.102  -1.452
H  18.031  30.875  21.184  0.208
H  19.399  31.949  20.808  0.398
H  19.493  30.924  22.253  0.305
H  20.912  29.957  20.410  0.350
H  19.695  30.029  19.195  0.418
H  19.181  28.474  21.675  0.241
H  20.230  27.760  20.344  0.167
H  18.246  28.144  18.778  0.528
H  17.349  28.882  20.127  0.311
H  18.045  24.681  20.100  0.548
H  19.356  25.772  19.639  0.224
H  17.388  24.467  18.027  0.328
H  18.343  25.757  17.394  0.364
H  15.545  25.976  17.580  0.391
H  16.524  27.357  17.791  0.394
H  15.614  25.804  20.129  0.463
H  15.514  27.547  19.816  0.445
H  18.576  26.443  21.986  0.456
H  17.021  25.585  21.952  0.702
H  15.786  27.630  22.236  0.342
H  17.230  28.571  22.355  0.029
H  16.506  26.401  24.435  0.366
H  15.906  28.042  24.454  0.361
H  17.674  27.666  24.610  0.353
C  26.776  21.212  25.121  -1.204
C  25.908  21.324  23.872  -0.782
C  26.657  21.725  22.616  -0.273
C  26.970  23.275  22.598  -1.030
N  26.648  23.873  21.262  -0.081
C  27.710  23.600  20.178  -0.288
C  28.854  24.464  20.674  -0.924
C  28.145  25.650  21.287  -0.480
C  26.653  25.333  21.259  -0.421
C  25.231  23.417  20.818  -1.152
C  24.201  23.886  21.769  0.057
C  22.872  23.112  21.531  -1.676
H  27.272  20.277  24.918  0.347
H  26.154  21.004  25.986  0.361
H  27.438  22.063  25.282  0.294
H  24.950  21.820  24.023  0.336
H  25.598  20.240  23.652  0.374
H  26.086  21.349  21.786  0.282
H  27.611  21.076  22.657  0.473
H  28.021  23.515  22.992  0.488
H  26.276  23.722  23.339  0.565
H  27.186  23.969  19.248  0.365
H  27.924  22.515  20.102  0.414
H  29.502  24.775  19.886  0.448
H  29.408  23.913  21.364  0.367
H  28.329  26.572  20.641  0.365
H  28.433  25.801  22.310  0.314
H  26.147  25.722  20.332  0.103
H  26.077  25.712  22.146  0.462
H  25.188  22.375  20.798  0.553
H  24.920  23.813  19.844  0.591
H  24.043  24.968  21.537  0.281
H  24.555  23.848  22.789  0.304
H  22.539  23.289  20.538  0.442
H  22.114  23.386  22.224  0.431
H  22.985  22.023  21.662  0.347
C  11.355  24.893  13.168  -1.312
C  11.147  23.729  12.115  -0.302
C  12.068  24.044  10.929  -0.727
C  12.018  23.142  9.705  -0.890
N  13.016  23.351  8.620  0.577
C  12.588  24.511  7.757  -0.662
C  13.106  24.222  6.372  -0.782
C  13.058  22.721  6.226  -0.580
C  12.828  22.181  7.607  -0.493
C  14.481  23.505  9.019  -1.025
C  15.112  22.349  9.802  -0.230
C  16.675  22.621  10.126  -1.413
H  12.427  24.948  13.481  0.288
H  10.751  24.899  14.112  0.254
H  11.007  25.778  12.607  0.493
H  10.096  23.622  11.812  0.334
H  11.406  22.804  12.548  0.366
H  13.115  24.043  11.379  0.183
H  11.865  25.089  10.632  0.359
H  11.036  23.231  9.142  0.514
H  12.198  22.099  10.054  0.360
H  13.145  25.344  8.164  0.382
H  11.541  24.587  7.826  0.523
H  14.084  24.671  6.215  0.375
H  12.509  24.708  5.617  0.413
H  14.008  22.328  5.893  0.301
H  12.363  22.422  5.438  0.358
H  13.617  21.427  7.733  0.195
H  11.831  21.803  7.760  0.448
H  14.606  24.398  9.587  0.438
H  15.027  23.606  8.061  0.533
H  15.091  21.436  9.227  0.332
H  14.661  22.155  10.816  0.231
H  17.152  22.768  9.187  0.385
H  17.109  21.753  10.655  0.374
H  16.822  23.455  10.760  0.395
C  24.575  41.249  14.713  -0.313
C  24.612  37.261  22.755  -0.640
C  25.411  36.825  23.615  -0.471
C  25.480  35.543  24.429  -0.291
N  26.161  35.496  25.987  0.133
C  25.994  33.974  26.522  -0.469
C  25.512  33.968  27.993  -0.629
C  24.916  35.175  28.167  -0.308
C  25.296  36.234  27.121  -0.477
C  27.743  36.111  26.020  -0.662
C  28.632  35.220  25.262  -0.620
C  30.241  35.893  25.267  -1.077
H  24.654  40.332  15.447  0.229
H  25.319  42.024  14.835  0.247
H  24.161  41.200  13.624  0.248
H  23.162  37.815  22.547  0.219
H  24.658  37.746  21.800  0.298
H  20.834  38.271  26.454  -0.103
H  26.063  37.584  24.029  0.244
H  25.892  34.803  23.626  0.395
H  24.463  35.127  24.659  0.470
H  26.982  33.598  26.216  0.362
H  25.107  33.791  25.975  0.369
H  25.260  32.918  28.290  0.330
H  4.217  20.879  26.304  -0.056
H  27.904  31.063  28.976  -0.148
H  24.276  35.454  29.010  0.462
H  25.667  37.317  27.406  0.340
H  24.239  36.311  26.821  0.332
H  28.124  36.076  27.057  0.281
H  27.511  37.167  25.810  0.537
H  28.409  35.226  24.202  0.315
H  28.873  34.262  25.666  0.429
H  30.479  35.382  24.340  0.358
H  31.014  35.718  26.001  0.327
H  29.924  36.928  25.410  0.341
C  12.852  14.643  21.662  -0.682
N  12.938  14.217  23.027  0.150
C  13.589  14.976  23.948  -0.409
C  13.774  14.561  25.217  -0.728
C  13.304  13.313  25.607  0.736
C  12.573  12.560  24.667  -0.668
C  12.431  13.043  23.403  -0.106
C  13.542  12.861  26.970  0.481
C  14.573  11.942  27.252  -0.576
C  14.635  11.296  28.467  -0.204
N  13.783  11.697  29.453  0.026
C  12.906  12.766  29.245  -0.214
C  12.782  13.360  28.031  -0.556
C  13.853  10.999  30.757  -0.925
H  13.687  14.178  21.129  0.331
H  13.145  15.679  21.668  0.143
H  11.869  14.407  21.293  0.342
H  13.906  15.917  23.563  0.478
H  14.387  15.148  25.862  0.534
H  12.232  11.535  24.784  0.457
H  11.894  12.485  22.594  0.400
H  15.153  11.602  26.388  0.459
H  15.307  10.456  28.642  0.476
H  12.252  13.073  30.055  0.409
H  12.060  14.139  27.808  0.515
H  13.284  10.098  30.663  0.352
H  13.361  11.694  31.438  0.314
H  14.904  10.909  31.019  0.413
C  7.868  19.307  13.881  -0.814
N  8.284  19.887  15.156  0.049
C  8.010  21.199  15.431  -0.651
C  8.454  21.804  16.617  -0.610
C  9.113  21.038  17.552  1.562
C  9.354  19.739  17.227  -0.574
C  8.983  19.192  16.046  -0.349
C  9.479  21.511  18.867  0.692
C  10.585  21.043  19.593  -0.928
C  10.848  21.488  20.814  -0.790
N  9.992  22.361  21.440  0.220
C  8.891  22.746  20.774  -0.445
C  8.617  22.378  19.503  -0.961
C  10.399  22.743  22.817  -0.810
H  8.001  18.225  13.974  0.248
H  8.514  19.757  13.172  0.419
H  6.786  19.590  13.608  0.314
H  7.459  21.705  14.613  0.441
H  8.264  22.818  16.849  0.611
H  9.817  19.106  17.936  0.628
H  9.073  18.168  15.723  0.407
H  11.389  20.493  19.114  0.561
H  11.772  21.295  21.329  0.791
H  8.253  23.516  21.251  0.342
H  7.729  22.789  19.002  0.528
H  11.469  23.133  22.869  0.305
H  10.343  21.886  23.457  0.337
H  9.753  23.516  23.202  0.347
C  34.350  26.004  7.541  -0.757
N  33.455  26.434  8.720  -0.039
C  32.933  27.667  8.839  -0.152
C  32.108  28.075  9.876  -0.706
C  31.760  27.140  10.883  0.882
C  32.165  25.820  10.626  -0.749
C  33.013  25.538  9.558  -0.241
C  30.849  27.478  12.005  0.965
C  29.786  26.626  12.281  -0.718
C  28.882  26.958  13.267  -0.259
N  28.943  28.054  13.994  0.036
C  29.908  28.915  13.678  -0.201
C  30.859  28.698  12.665  -0.738
C  27.986  28.400  15.050  -1.039
H  34.503  26.802  6.824  0.287
H  33.852  25.124  7.200  0.365
H  35.306  25.691  7.900  0.366
H  33.214  28.329  8.000  0.373
H  31.699  29.092  9.719  0.396
H  31.930  24.957  11.296  0.414
H  33.406  24.573  9.321  0.509
H  29.675  25.679  11.754  0.435
H  28.221  26.175  13.563  0.419
H  29.839  29.798  14.330  0.489
H  31.689  29.389  12.476  0.491
H  27.489  29.323  14.669  0.368
H  28.554  28.619  16.011  0.302
H  27.270  27.649  15.244  0.481
As  12.552  22.498  16.463  2.036
F  12.444  22.702  18.295  -0.619
F  11.973  20.910  16.602  -0.441
F  12.566  22.421  14.787  -0.445
F  13.227  24.084  16.408  -0.475
F  14.223  21.796  16.519  -0.543
F  10.906  23.113  16.338  -0.404
As  13.309  18.956  22.503  2.003
F  12.024  17.698  22.454  -0.524
F  12.107  20.077  23.070  -0.436
F  14.605  20.102  22.148  -0.477
F  14.370  17.626  21.984  -0.522
F  12.894  19.242  20.815  -0.458
F  13.874  18.590  24.140  -0.497
As  23.927  26.295  17.369  2.029
F  23.217  27.716  16.578  -0.520
F  25.307  27.210  17.949  -0.524
F  24.556  24.837  18.083  -0.503
F  22.561  25.447  16.753  -0.476
F  24.908  25.935  16.002  -0.494
F  23.100  26.674  18.890  -0.542

(3)
Below is C49H34ClIMoN3O11P2 as an isolated structure, with properties calculated with ωB97M-V with the def2-TZVPD basis set.

For the strongest force on any atom, the calculation gives 1.53 eV/A. The highest occupied orbital energy (alpha / beta) comes out at -0.3968 / -0.4108 hartree. For the lowest unoccupied orbital energy (alpha / beta), the calculation gives -4.174 / -4.062 eV. As for the relative energy (zero: lowest compared OMol25 entry of this formula, charge and spin): 11.03 kcal/mol. Its spin multiplicity is 3. As for the charge: +1. The gap between HOMO and LUMO (alpha / beta) comes out at 6.6 / 7.1 eV.

Each line ends with the Mulliken spin population.
Atoms and positions in Å:
Mo  -0.844  0.136  -0.149  2.045
O  -2.436  -3.132  -0.906  0.001
C  -2.507  -2.040  -1.405  0.015
O  -2.403  -0.885  -0.739  0.026
C  -2.780  -1.792  -2.848  0.008
C  -3.732  -2.561  -3.499  0.001
C  -4.044  -2.297  -4.824  -0.001
C  -3.403  -1.263  -5.488  0.000
C  -2.422  -0.517  -4.848  -0.002
C  -2.089  -0.781  -3.524  0.008
P  -0.613  0.007  -2.777  -0.048
C  -0.313  1.483  -3.791  0.009
C  -0.748  2.725  -3.331  -0.013
C  -0.587  3.860  -4.115  -0.001
C  0.013  3.761  -5.360  -0.001
C  0.447  2.525  -5.828  0.000
C  0.285  1.389  -5.052  -0.003
C  0.721  -1.176  -3.197  -0.010
C  2.023  -0.750  -3.454  0.003
C  3.023  -1.672  -3.731  0.001
C  2.739  -3.029  -3.744  -0.003
C  1.448  -3.462  -3.482  0.002
C  0.445  -2.544  -3.209  0.000
H  -4.229  -3.353  -2.952  0.000
H  -4.785  -2.897  -5.337  0.000
H  -3.658  -1.038  -6.516  0.000
H  -1.922  0.272  -5.391  0.000
H  -1.199  2.825  -2.353  0.009
H  -0.931  4.816  -3.740  0.000
H  0.145  4.645  -5.971  0.000
H  0.915  2.444  -6.801  0.000
H  0.619  0.432  -5.432  0.000
H  2.269  0.303  -3.458  0.000
H  4.027  -1.325  -3.938  0.000
H  3.522  -3.748  -3.948  0.000
H  1.217  -4.520  -3.488  0.000
H  -0.551  -2.911  -3.005  0.000
I  1.450  1.714  -0.900  -0.023
C  2.881  2.473  0.403  0.002
C  3.957  2.919  -0.300  0.001
C  5.013  3.571  0.371  -0.002
C  4.926  3.758  1.712  0.002
C  3.811  3.287  2.452  0.000
C  3.768  3.521  3.844  0.001
C  2.717  3.081  4.588  -0.001
C  1.685  2.366  3.962  -0.001
C  1.670  2.107  2.611  0.008
P  0.228  1.036  2.147  -0.043
C  0.660  -0.384  3.201  0.011
C  0.021  -0.750  4.381  -0.003
C  0.486  -1.840  5.109  0.000
C  1.591  -2.558  4.670  -0.001
C  2.234  -2.191  3.495  0.000
C  1.768  -1.110  2.761  -0.008
C  -1.135  2.066  2.805  -0.022
C  -2.265  1.568  3.451  -0.003
C  -3.263  2.435  3.880  0.001
C  -3.163  3.795  3.635  -0.003
C  -2.061  4.292  2.951  0.003
C  -1.052  3.436  2.544  0.006
C  2.741  2.592  1.809  0.001
H  4.004  2.791  -1.374  0.000
H  5.866  3.926  -0.192  0.000
H  5.712  4.276  2.247  0.000
H  4.589  4.060  4.303  0.000
H  2.673  3.263  5.654  0.000
H  0.872  2.009  4.584  0.000
H  -0.833  -0.195  4.744  0.000
H  -0.019  -2.127  6.023  0.000
H  1.958  -3.395  5.251  0.000
H  3.101  -2.743  3.151  0.000
H  2.273  -0.828  1.842  0.000
H  -2.399  0.508  3.602  0.000
H  -4.129  2.035  4.391  0.000
H  -3.946  4.466  3.965  0.000
H  -1.986  5.348  2.726  0.000
H  -0.203  3.844  2.011  0.000
O  -1.195  -6.703  3.115  0.003
N  -0.323  -6.527  2.293  -0.001
O  0.417  -7.377  1.849  0.001
C  -0.140  -5.153  1.783  0.009
C  0.971  -4.869  1.000  -0.002
C  1.147  -3.608  0.509  0.014
C  0.177  -2.590  0.690  0.014
O  0.218  -1.486  0.048  -0.098
C  -0.877  -2.919  1.583  0.017
C  -1.049  -4.192  2.106  0.002
N  -1.860  -1.936  1.982  0.002
O  -2.773  -2.270  2.688  0.019
O  -1.710  -0.720  1.682  -0.017
N  2.407  -3.349  -0.232  -0.002
O  2.732  -2.196  -0.404  0.003
O  3.068  -4.319  -0.543  0.004
H  1.706  -5.635  0.795  0.000
H  -1.879  -4.419  2.760  0.001
Cl  -4.550  1.033  0.873  -0.001
C  -4.171  2.516  -0.027  0.002
C  -2.705  2.815  -0.237  0.016
O  -2.367  3.959  -0.433  0.038
O  -1.868  1.807  -0.252  0.003
H  -4.607  3.357  0.499  0.000
H  -4.634  2.428  -1.008  0.002

Question: Which of these has the highest strongest force on any atom?
Answer: C80H138As3F18N10